Entry 1:
The following is a DFT calculation (the ωB97M-V functional and the def2-TZVPD basis) of C47H42N2O4P2Ti as an isolated structure at a distorted geometry.

Its HOMO-LUMO gap (spin up / spin down) is 3.8 / 3.8 eV. As for the multiplicity: 1. As for the total charge: -2.

```
98
C47H42N2O4P2Ti the ωB97M-V functional and the def2-TZVPD basis
Ti 0.164 0.369 -0.099
C 1.800 1.000 3.030
P 0.981 -0.658 2.976
C -0.137 -0.601 4.434
C 0.243 -0.846 5.756
C -0.704 -0.927 6.763
C -2.054 -0.766 6.476
C -2.446 -0.525 5.164
C -1.500 -0.456 4.157
C 2.273 -1.766 3.661
C 3.635 -1.468 3.738
C 4.551 -2.430 4.141
C 4.139 -3.719 4.453
C 2.788 -4.037 4.359
C 1.875 -3.077 3.967
C 2.598 1.161 1.766
C 3.880 1.655 1.613
C 4.204 1.536 0.237
C 3.101 0.984 -0.379
C 2.935 0.534 -1.808
P 1.849 -0.970 -1.683
C 1.447 -1.453 -3.391
C 0.651 -2.596 -3.511
C 0.290 -3.080 -4.754
C 0.709 -2.420 -5.905
C 1.480 -1.272 -5.793
C 1.847 -0.787 -4.547
C 3.228 -2.129 -1.332
C 3.435 -2.543 -0.019
C 4.543 -3.310 0.309
C 5.456 -3.679 -0.669
C 5.240 -3.292 -1.986
C 4.134 -2.530 -2.316
N 2.108 0.747 0.548
H 2.419 1.131 3.923
H 0.971 1.708 3.052
H 1.294 -0.973 5.990
H -0.394 -1.120 7.785
H -2.792 -0.839 7.266
H -3.497 -0.400 4.932
H -1.793 -0.290 3.126
H 3.987 -0.482 3.460
H 5.606 -2.184 4.193
H 4.863 -4.472 4.740
H 2.453 -5.044 4.582
H 0.821 -3.324 3.886
H 4.509 2.053 2.398
H 5.132 1.812 -0.243
H 3.902 0.267 -2.241
H 2.457 1.298 -2.423
H 0.307 -3.087 -2.606
H -0.331 -3.964 -4.831
H 0.417 -2.790 -6.881
H 1.793 -0.744 -6.687
H 2.425 0.126 -4.468
H 2.733 -2.233 0.746
H 4.706 -3.602 1.337
H 6.330 -4.263 -0.407
H 5.950 -3.573 -2.757
H 3.969 -2.232 -3.346
O -1.756 -3.241 0.345
C -1.346 -2.002 -0.134
O -0.463 -1.338 0.582
C -1.798 -1.431 -1.282
C -2.624 -1.942 -2.345
C -2.714 -1.240 -3.505
C -1.973 -0.023 -3.682
C -1.227 0.438 -2.625
N -1.197 -0.169 -1.429
C -0.267 1.592 -2.623
O -0.106 2.340 -3.579
O 0.387 1.663 -1.502
H -1.252 -3.360 1.155
H -3.117 -2.897 -2.205
H -3.323 -1.621 -4.319
H -1.963 0.499 -4.628
C -2.392 3.506 0.196
C -1.196 3.047 1.055
C 0.039 3.821 0.568
C -1.031 1.525 0.976
C -1.452 3.296 2.538
C -2.677 2.962 3.134
C -2.880 3.062 4.499
C -1.867 3.514 5.336
C -0.653 3.871 4.767
C -0.454 3.771 3.397
H -2.189 3.242 -0.843
H -2.542 4.591 0.263
H -3.318 3.006 0.484
H 0.052 3.830 -0.519
H 0.964 3.340 0.891
H 0.016 4.858 0.922
H -1.907 1.053 1.441
H -3.487 2.589 2.520
H -3.836 2.768 4.920
H -2.022 3.582 6.406
H 0.155 4.224 5.399
H 0.505 4.060 2.988
```

Entry 2:
The following is a DFT calculation (the ωB97M-V functional and the def2-TZVPD basis) of C5H6NaO4 as an isolated structure at a distorted geometry.

Its HOMO-LUMO gap (spin up / spin down) is 4.4 / 7.6 eV. Its expectation value of S² is 0.753. As for the multiplicity: 2. As for the total charge: 0.

```
16
C5H6NaO4 the ωB97M-V functional and the def2-TZVPD basis
O 0.660 -0.817 -0.603
C 0.169 -0.824 0.643
C -0.451 0.439 1.121
C -0.990 1.324 -0.013
C -1.539 2.622 0.496
O -2.622 3.074 0.201
H 0.552 -1.589 1.324
H 0.292 1.011 1.709
H -1.260 0.175 1.817
H -1.755 0.807 -0.606
H -0.155 1.588 -0.686
H -0.871 3.186 1.187
O 1.665 -2.984 -0.508
C 1.444 -1.969 -1.202
O 1.835 -1.818 -2.380
Na 3.027 -4.226 -2.500
```

Entry 3:
The following is a DFT calculation (the ωB97M-V functional and the def2-TZVPD basis) of a 5-piece molecular cluster, C35H64INO10P2 overall at a distorted geometry.

Its HOMO-LUMO gap is 8.1 eV. As for the multiplicity: 1. Its SMILES is CCP(C)CO[C@](O)(CCCO)[C@@H](OCCCC(=O)Nc1ccccc1)P(O)I.C1CCOC1.C1CCOC1.C1CCOC1.C1CCOC1. As for the total charge: 0.

```
113
C35H64INO10P2 the ωB97M-V functional and the def2-TZVPD basis
C 5.442 -0.405 3.027
C 4.457 -1.633 2.671
P 2.780 -1.108 1.969
C 2.028 -2.688 1.244
C 3.103 0.040 0.457
O 2.752 1.407 0.770
C 1.951 2.042 -0.232
O 0.745 1.287 -0.576
C 2.740 2.546 -1.533
C 3.184 1.414 -2.573
C 1.993 0.748 -3.417
O 2.636 -0.134 -4.409
C 1.383 3.407 0.487
O -0.016 3.645 0.234
C -0.873 3.218 1.317
C -2.341 2.981 0.640
C -3.292 2.049 1.552
C -4.731 2.031 0.794
O -4.897 2.671 -0.271
N -5.874 1.272 1.337
C -6.021 -0.058 0.724
C -5.270 -0.470 -0.580
C -5.509 -1.892 -1.206
C -6.506 -2.817 -0.455
C -7.231 -2.451 0.864
C -6.991 -1.051 1.470
P 1.869 3.488 2.350
O 1.174 4.924 3.052
I 4.323 3.931 2.541
H 6.031 -0.021 2.110
H 6.254 -0.833 3.733
H 4.938 0.447 3.593
H 5.027 -2.270 1.887
H 4.297 -2.350 3.564
H 2.308 -2.705 0.121
H 0.913 -2.814 1.431
H 2.591 -3.589 1.705
H 4.257 0.019 0.329
H 2.679 -0.374 -0.515
H 0.391 1.706 -1.401
H 2.006 3.242 -2.102
H 3.615 3.239 -1.230
H 3.871 1.935 -3.347
H 3.814 0.566 -2.134
H 1.270 1.500 -3.894
H 1.451 0.022 -2.694
H 3.007 -0.857 -3.845
H 1.949 4.299 0.007
H -1.045 4.002 2.131
H -0.591 2.181 1.750
H -2.842 4.019 0.620
H -2.210 2.587 -0.427
H -2.889 0.984 1.683
H -3.479 2.499 2.596
H -5.864 1.233 2.367
H -4.538 0.200 -1.132
H -4.983 -2.216 -2.164
H -6.720 -3.853 -0.913
H -7.948 -3.153 1.397
H -7.487 -0.689 2.443
H 1.276 5.644 2.386
C 2.032 -4.756 6.720
C 2.258 -6.171 6.239
C 2.091 -6.026 4.740
O 2.515 -4.698 4.400
C 2.665 -3.941 5.611
H 2.465 -4.550 7.700
H 0.958 -4.548 6.769
H 3.282 -6.483 6.472
H 1.573 -6.899 6.676
H 1.041 -6.128 4.445
H 2.682 -6.754 4.179
H 3.738 -3.799 5.786
H 2.199 -2.960 5.492
C 0.802 0.769 8.124
C 2.238 0.515 7.730
C 2.332 -0.995 7.835
O 1.029 -1.514 7.531
C 0.093 -0.426 7.521
H 0.410 1.722 7.765
H 0.706 0.749 9.215
H 2.400 0.828 6.694
H 2.965 1.031 8.360
H 2.588 -1.308 8.853
H 3.066 -1.417 7.144
H -0.188 -0.237 6.479
H -0.804 -0.708 8.078
C -1.175 3.261 -7.314
C -1.456 4.314 -6.266
C -1.327 3.521 -4.980
O -0.369 2.481 -5.227
C -0.114 2.417 -6.639
H -0.847 3.670 -8.271
H -2.074 2.661 -7.488
H -0.685 5.091 -6.305
H -2.429 4.795 -6.375
H -2.276 3.044 -4.710
H -0.995 4.135 -4.140
H 0.888 2.821 -6.817
H -0.134 1.376 -6.969
C -3.244 -1.480 -9.153
C -2.087 -2.429 -8.935
C -0.898 -1.568 -9.314
O -1.247 -0.213 -8.997
C -2.653 -0.156 -8.713
H -4.144 -1.750 -8.598
H -3.497 -1.442 -10.218
H -2.027 -2.704 -7.877
H -2.153 -3.346 -9.523
H -0.696 -1.620 -10.389
H 0.010 -1.848 -8.775
H -2.770 -0.008 -7.634
H -3.099 0.696 -9.232
```

Entry 4:
The following is a DFT calculation (the ωB97M-V functional and the def2-TZVPD basis) of a 13-piece molecular cluster, H26O13 overall.

Its HOMO-LUMO gap is 10.0 eV. As for the multiplicity: 1. As for the total charge: 0.

```
39
H26O13 the ωB97M-V functional and the def2-TZVPD basis
O 0.631 3.964 -17.690
H 1.025 3.195 -17.252
H 0.302 4.529 -16.983
O -1.533 0.062 -22.113
H -2.367 -0.307 -22.440
H -0.843 -0.429 -22.580
O 0.396 3.933 -21.917
H 0.626 4.786 -21.532
H -0.526 4.022 -22.186
O 0.269 -1.348 -18.942
H -0.248 -1.279 -18.132
H 0.033 -2.210 -19.308
O -1.756 2.360 -18.165
H -1.780 2.769 -17.294
H -0.859 2.540 -18.496
O 0.954 1.259 -16.990
H 0.151 0.981 -17.457
H 1.464 0.450 -16.868
O 2.678 4.700 -19.764
H 1.949 4.372 -19.207
H 2.375 5.552 -20.094
O 2.947 2.567 -22.649
H 2.051 2.925 -22.622
H 3.353 2.873 -21.828
O 3.289 1.254 -18.848
H 3.477 0.961 -17.952
H 2.339 1.452 -18.851
O -3.048 2.349 -21.383
H -2.366 1.778 -21.770
H -3.150 3.077 -22.005
O 0.457 1.892 -19.831
H 0.570 2.554 -20.534
H 0.141 1.101 -20.283
O -2.547 -0.169 -19.333
H -2.111 -0.377 -20.180
H -2.649 -1.022 -18.897
O 2.885 -1.195 -20.167
H 1.918 -1.224 -20.111
H 3.132 -0.365 -19.738
```

For each record above, in turn, the calculated energy above the lowest of the compared OMol25 structures with the same formula, charge and spin values are 0.0, 0.0, 178.7, 44.6 kcal per mole.